No. 1
The following is a DFT calculation (wB97M-V/def2-TZVPD) of a cluster of 8 separate species, C24H36Br12 in total in a non-equilibrium geometry.

The geometry in XYZ format:
```
72
Properties=species:S:1:pos:R:3
Br -7.820 15.745 -19.204
Br -7.197 23.188 -19.961
Br -7.564 22.184 -23.306
Br -7.583 20.076 -27.292
Br -4.306 27.900 -18.340
Br -2.484 21.776 -24.431
Br -4.783 25.200 -21.892
Br -3.487 22.953 -19.180
Br -4.427 19.805 -19.999
Br -6.083 17.890 -22.841
Br -0.152 26.134 -17.569
Br -1.022 21.800 -28.796
C -3.050 22.024 -20.835
C 0.559 20.431 -17.456
C -6.464 25.663 -21.153
C -0.283 21.367 -18.042
C -1.981 21.316 -27.208
C -1.652 22.329 -26.097
C -0.602 24.638 -23.915
C -1.569 24.790 -22.902
C 0.754 24.849 -23.615
C -7.075 16.678 -21.716
C 0.252 22.587 -18.528
C -6.780 25.052 -19.903
C 1.102 25.311 -22.331
C -7.487 20.806 -24.625
C -1.623 27.298 -18.044
C -7.358 21.411 -25.934
C -1.194 25.170 -21.629
C 2.441 21.900 -17.852
C 1.622 22.816 -18.489
C -4.127 21.208 -21.239
C -6.859 17.015 -20.306
C 0.101 25.480 -21.350
C 1.903 20.696 -17.344
C -2.936 26.567 -17.954
H -5.817 16.993 -20.038
H 0.371 25.901 -20.383
H -1.587 28.114 -17.343
H -7.197 25.479 -21.927
H -2.130 21.491 -20.666
H -1.709 20.316 -26.925
H -1.966 25.194 -20.860
H -0.388 23.348 -18.979
H 3.513 22.078 -17.811
H 0.157 19.505 -17.057
H -8.107 22.172 -26.113
H -6.389 21.892 -26.041
H -2.914 22.841 -21.529
H -0.856 24.254 -24.909
H -6.415 26.741 -21.009
H -8.104 16.815 -22.008
H 2.571 19.953 -16.917
H -1.962 23.337 -26.344
H -6.631 20.173 -24.408
H 1.514 24.671 -24.368
H -2.616 24.567 -23.075
H 2.135 25.547 -22.091
H -7.256 17.991 -20.065
H -3.999 20.793 -22.234
H -3.069 26.234 -16.932
H -3.027 21.347 -27.477
H -6.788 15.658 -21.938
H 2.022 23.754 -18.861
H -8.372 20.195 -24.522
H -3.026 25.756 -18.656
H -5.026 21.801 -21.294
H -1.339 21.121 -18.118
H -5.950 25.155 -19.213
H -7.648 25.526 -19.466
H -1.391 27.660 -19.035
H -0.580 22.375 -25.909
```

Kohn-Sham gap in hartree: 0.3434
Total energy in eV: -865982.35181
HOMO in Eh: -0.3329
SMILES: c1ccccc1.c1ccccc1.BrCCBr.BrCCBr.BrCCBr.BrCCBr.BrCCBr.BrCCBr
Net charge: 0



No. 2
The following is a DFT calculation (wB97M-V/def2-TZVPD) of a structure of composition C24H36CaCl2N12O8 in a non-equilibrium geometry.

The geometry in XYZ format:
```
83
Properties=species:S:1:pos:R:3
Ca 0.320 0.248 -0.111
Cl -0.052 4.113 -0.589
Cl 3.565 1.237 1.816
O -1.497 4.341 -0.488
O 2.647 1.121 0.754
O 4.925 1.258 1.327
O 0.026 2.689 -0.961
O 0.666 4.394 0.632
O 3.457 0.081 2.663
O 0.518 4.942 -1.588
O 3.293 2.389 2.575
N 1.659 -1.662 -0.114
N -0.656 -1.202 -2.044
N 0.026 1.218 2.134
N -2.115 0.790 -0.381
N 4.191 4.437 -3.632
N -5.781 0.569 0.736
N 1.911 0.487 -2.323
N -0.537 1.375 -7.768
N -0.986 -1.749 1.193
N -2.683 1.745 4.335
N 2.020 -4.155 -2.552
N 0.682 -1.426 4.447
C -3.850 -0.196 2.966
C -0.157 -4.721 -1.176
C -4.184 2.107 -1.414
C 3.822 3.988 -1.093
C 0.251 0.579 -5.371
C 0.563 0.403 6.434
C 4.044 -2.774 0.281
C 0.334 3.243 3.858
C -0.209 1.016 -6.714
C -1.126 -2.576 2.000
C 4.027 4.259 -2.547
C -3.211 0.891 3.715
C -1.760 -2.670 -3.894
C 2.925 -0.006 -2.482
C 2.695 -2.195 0.065
C 1.124 -4.411 -1.878
C -3.025 1.348 -0.861
C -5.483 -0.319 0.081
C 4.315 -0.552 -2.684
C 0.158 2.100 2.878
C -1.341 -3.624 3.073
C 0.644 -0.584 5.312
C -1.184 -1.844 -2.864
C -5.099 -1.410 -0.823
H -2.824 -2.823 -3.713
H -0.459 3.972 3.692
H 4.867 0.156 -3.303
H -5.577 -1.115 -1.757
H -4.026 -1.601 -0.844
H 1.026 1.307 6.037
H -1.376 -3.035 3.989
H 4.251 -1.556 -3.102
H -0.466 1.027 -4.683
H 2.799 3.781 -0.779
H -4.928 -0.095 3.093
H -3.713 2.746 -2.161
H 4.778 -0.550 -1.697
H 0.140 2.818 4.843
H 0.165 -0.500 -5.239
H -3.576 -0.111 1.914
H 1.257 0.850 -5.053
H -5.644 -2.279 -0.454
H -4.693 2.725 -0.674
H 4.365 3.102 -0.762
H -0.466 -4.274 3.066
H -0.859 -5.213 -1.850
H 1.330 3.686 3.844
H 1.172 0.012 7.249
H 4.476 -2.946 -0.705
H -2.194 -4.229 2.767
H -1.282 -3.648 -3.955
H -0.528 -3.827 -0.675
H -3.594 -1.101 3.516
H -4.810 1.354 -1.892
H 3.914 -3.770 0.704
H -0.485 0.524 6.706
H -1.645 -2.123 -4.829
H 4.599 -2.008 0.822
H 4.054 4.933 -0.603
H 0.080 -5.484 -0.434
```

Kohn-Sham gap in hartree: 0.3057
Total energy in eV: -103202.08636
HOMO in Eh: -0.3320
Net charge: 0



No. 3
The following is a DFT calculation (wB97M-V/def2-TZVPD) of a structure of composition C24H36CsN9O3S3Sb in a non-equilibrium geometry.

The geometry in XYZ format:
```
77
Properties=species:S:1:pos:R:3
Cs 1.778 -0.235 0.363
Sb 2.017 -0.446 5.048
S 3.650 0.381 3.613
S -0.080 0.651 4.798
S 2.629 -0.599 7.262
O -1.373 3.470 0.074
O 0.810 3.431 -0.275
O 0.868 -0.471 -2.019
N -0.716 -3.505 3.557
N 2.011 -3.597 0.071
N -0.173 -4.477 2.797
N -3.971 1.318 1.243
N 1.330 2.268 2.142
N 0.264 -2.437 1.952
N -3.064 3.180 2.260
N -3.026 1.050 3.310
N 1.911 -6.339 -0.427
C -0.448 -2.290 3.051
C -0.035 4.268 2.796
C -1.093 -2.827 -1.950
C -1.757 -1.534 -2.434
C 0.404 -3.780 1.838
C -0.110 3.298 0.491
C 0.087 2.978 1.969
C 1.158 -5.769 0.505
C -0.757 -0.071 -5.804
C -2.077 -0.622 -1.245
C 1.094 0.277 -4.264
C 0.367 -0.349 -3.202
C -3.330 1.921 2.323
C 3.466 -0.289 -3.589
C 0.522 0.400 -5.520
C -2.497 3.904 3.390
C 2.765 -4.166 -0.861
C 1.205 -4.399 0.760
C 2.492 0.813 -4.020
C -1.427 4.893 2.915
C -1.467 -0.687 -4.779
C 2.718 -5.528 -1.110
C -0.941 -0.838 -3.505
C 2.511 1.980 -3.027
H -0.695 2.290 2.294
H 3.340 -5.976 -1.876
H -1.762 5.348 1.977
H -0.925 -3.511 -2.786
H -3.476 0.156 3.337
H -3.554 0.433 0.984
H -0.695 -1.344 3.537
H 3.414 -3.514 -1.435
H 4.467 0.119 -3.417
H -0.131 -2.596 -1.494
H 1.439 1.946 3.098
H -2.581 0.288 -1.578
H -4.002 1.932 0.440
H -2.457 1.311 4.095
H 1.097 0.886 -6.305
H -1.186 0.042 -6.792
H -2.725 -1.147 -0.534
H 3.105 -0.752 -2.672
H -1.151 -3.727 4.435
H -2.468 -1.066 -4.975
H 1.903 2.811 -3.389
H -2.028 3.268 4.153
H -2.021 3.358 0.829
H 0.494 -6.403 1.079
H -2.713 -1.806 -2.901
H 3.535 -1.064 -4.357
H 3.532 2.343 -2.876
H 2.101 1.683 -2.064
H 0.692 5.004 2.435
H 2.848 1.201 -4.983
H -1.154 -0.337 -0.739
H -3.306 4.458 3.874
H 2.144 2.805 1.866
H -1.353 5.702 3.647
H -1.720 -3.335 -1.210
H 0.280 3.971 3.801
```

Kohn-Sham gap (spin up / spin down) in hartree: 0.1715 / 0.2062
Total energy in eV: -84622.70189
HOMO (spin up / spin down) in Eh: -0.0400 / -0.0748
Net charge: -2
2S+1: 2



No. 4
The following is a DFT calculation (wB97M-V/def2-TZVPD) of a cluster of 8 separate species, C24H36F4O24 in total in a non-equilibrium geometry.

The geometry in XYZ format:
```
88
Properties=species:S:1:pos:R:3
F -5.268 -10.705 -25.142
F -3.859 -14.040 -19.663
F -7.159 -7.976 -20.402
F 0.771 -14.358 -18.147
O -3.673 -16.692 -23.616
O -7.971 -16.074 -19.838
O -3.955 -15.265 -26.768
O -5.851 -13.057 -20.024
O -5.318 -7.884 -22.694
O -8.377 -12.124 -27.786
O -6.105 -5.926 -23.436
O -9.263 -16.816 -21.534
O -5.478 -17.980 -23.156
O -3.584 -18.593 -22.373
O -6.988 -11.731 -21.464
O -0.339 -15.113 -16.266
O -3.157 -8.213 -19.230
O -6.229 -13.737 -22.072
O -2.664 -10.048 -18.032
O -3.047 -14.114 -25.238
O -8.431 -18.247 -20.165
O -7.489 -7.548 -22.645
O -7.031 -10.676 -26.682
O -1.422 -13.904 -14.710
O -8.119 -12.255 -25.591
O -1.782 -13.551 -16.907
O -1.172 -8.506 -18.246
O -5.296 -14.010 -25.408
C -6.224 -17.247 -24.134
C -5.861 -9.042 -22.034
C -5.140 -14.245 -20.127
C -3.959 -10.582 -18.245
C -2.418 -18.250 -21.641
C -3.027 -13.098 -24.250
C -7.843 -11.750 -26.787
C -6.398 -12.739 -21.221
C -1.571 -14.435 -18.023
C -7.377 -11.584 -24.597
C -0.262 -15.101 -17.661
C -2.397 -8.868 -18.550
C -9.865 -15.553 -21.826
C -6.306 -7.001 -22.975
C -4.924 -15.248 -27.829
C -4.154 -17.672 -23.124
C -0.687 -7.244 -18.678
C -4.225 -14.426 -25.754
C -7.696 -18.621 -19.017
C -7.232 -8.504 -21.665
C -1.226 -14.160 -15.855
C -8.508 -16.962 -20.466
C -6.612 -10.499 -25.358
C -5.223 -14.647 -21.604
H -0.264 -16.087 -18.126
H -0.224 -7.200 -19.658
H -5.349 -9.434 -21.160
H -1.570 -13.896 -18.968
H -4.708 -14.431 -28.518
H -4.566 -10.047 -18.977
H -2.375 -18.967 -20.821
H -4.273 -14.777 -22.121
H 0.033 -6.945 -17.913
H -9.115 -14.864 -22.214
H -1.515 -18.419 -22.228
H -10.589 -15.815 -22.593
H -1.486 -6.513 -18.538
H -2.413 -17.258 -21.193
H -7.060 -17.896 -24.403
H -10.388 -15.094 -20.989
H -5.662 -17.143 -25.060
H -5.904 -15.083 -27.381
H -4.908 -16.185 -28.377
H -6.781 -9.500 -24.967
H -7.946 -11.248 -23.731
H -2.473 -15.046 -18.078
H -6.646 -16.336 -23.714
H -6.673 -12.288 -24.149
H -8.039 -9.236 -21.694
H -3.803 -11.546 -18.726
H -4.579 -10.613 -17.353
H -6.730 -18.122 -19.023
H -5.601 -15.061 -19.562
H -1.991 -12.887 -23.991
H -3.342 -12.100 -24.572
H -5.854 -9.829 -22.787
H -5.754 -15.589 -21.759
H -8.210 -18.325 -18.094
H -3.651 -13.373 -23.408
H -7.715 -19.701 -18.899
```

Kohn-Sham gap in hartree: 0.3866
ΔE to the lowest compared entry with this formula, charge and spin in kcal/mol: 26.7
Total energy in eV: -85481.17601
HOMO in Eh: -0.3959
SMILES: O=C1OC[C@@H](F)O1.O=C1OC[C@@H](F)O1.O=C1OC[C@@H](F)O1.O=C1OC[C@@H](F)O1.COC(=O)OC.COC(=O)OC.COC(=O)OC.COC(=O)OC
Net charge: 0



No. 5
The following is a DFT calculation (wB97M-V/def2-TZVPD) of a cluster of 12 separate species, C24H36N12 in total in a non-equilibrium geometry.

The geometry in XYZ format:
```
72
Properties=species:S:1:pos:R:3
N 11.499 5.122 16.596
N 10.660 4.218 11.770
N 16.921 -0.966 8.794
N 15.893 7.590 15.352
N 15.230 -1.949 15.436
N 7.752 2.023 12.809
N 14.413 5.477 12.535
N 12.995 8.345 8.619
N 17.349 2.404 12.138
N 13.449 2.323 9.418
N 17.245 3.528 15.516
N 12.985 -0.049 13.662
C 8.689 1.797 13.375
C 16.238 -0.753 9.630
C 17.482 6.475 13.570
C 9.600 4.556 11.664
C 18.186 2.632 11.403
C 8.200 4.984 11.573
C 14.004 2.932 12.796
C 15.172 4.719 16.469
C 14.226 4.380 12.641
C 16.338 4.024 15.955
C 14.942 7.316 10.023
C 15.801 -1.104 14.913
C 12.974 3.225 8.930
C 12.227 4.378 8.407
C 12.641 -0.948 14.254
C 13.814 7.829 9.274
C 12.149 -2.080 15.039
C 16.638 7.128 14.585
C 15.332 -0.392 10.704
C 19.276 3.013 10.540
C 16.461 0.017 14.321
C 11.926 5.872 15.853
C 10.003 1.541 14.078
C 12.469 6.853 14.935
H 12.653 6.427 13.942
H 17.204 -0.372 13.618
H 14.806 4.247 17.366
H 15.711 8.103 10.056
H 17.044 0.671 14.974
H 7.848 5.394 12.507
H 12.306 -1.882 16.102
H 11.822 7.723 14.882
H 14.377 4.663 15.721
H 13.580 2.691 13.755
H 10.774 1.124 13.393
H 14.773 0.524 10.488
H 15.814 0.735 13.829
H 13.394 2.542 11.988
H 15.044 2.564 12.813
H 13.421 7.220 15.316
H 11.216 4.033 8.181
H 15.427 5.753 16.676
H 10.477 2.401 14.526
H 14.548 -1.153 10.879
H 20.035 3.368 11.219
H 19.025 3.692 9.729
H 14.629 7.035 11.018
H 18.409 7.040 13.539
H 12.700 -2.961 14.725
H 12.168 5.221 9.078
H 8.094 5.612 10.687
H 9.719 0.812 14.873
H 11.067 -2.178 14.863
H 12.685 4.734 7.496
H 16.906 6.368 12.630
H 19.672 2.070 10.114
H 15.401 6.444 9.541
H 7.606 4.070 11.533
H 16.045 -0.297 11.514
H 17.722 5.464 13.946
```

Kohn-Sham gap in hartree: 0.4331
ΔE to the lowest compared entry with this formula, charge and spin in kcal/mol: 23.8
Total energy in eV: -43349.35934
HOMO in Eh: -0.4263
SMILES: CC#N.CC#N.CC#N.CC#N.CC#N.CC#N.CC#N.CC#N.CC#N.CC#N.CC#N.CC#N
Net charge: 0



No. 6
The following is a DFT calculation (wB97M-V/def2-TZVPD) of an isolated molecule of C24H36N2O5.

The geometry in XYZ format:
```
67
Properties=species:S:1:pos:R:3
O -3.668 -1.583 0.509
O -7.896 -0.081 0.092
O 1.907 1.328 -0.135
O 7.323 0.834 -0.571
O 8.943 -1.871 0.958
N 5.228 0.274 0.009
N -4.345 0.520 0.976
C -5.072 2.250 -0.578
C -5.699 0.058 1.198
C -3.412 -0.394 0.602
C 8.396 -1.728 -0.331
C 4.110 -0.634 0.100
C 3.918 1.921 -1.240
C 3.206 -0.482 -1.127
C -0.032 1.206 1.145
C -6.542 0.278 -0.071
C -2.028 0.113 0.373
C -1.366 -0.226 -0.798
C 6.874 -1.514 -0.323
C 8.973 -0.683 1.710
C -4.264 1.933 0.685
C -0.056 0.160 -1.018
C -7.819 -2.326 -0.981
C 2.718 0.969 -1.242
C -6.571 -3.178 -0.768
C 4.807 1.661 -0.025
C 0.627 0.883 -0.045
C -6.511 1.767 -0.426
C -1.340 0.829 1.351
C -8.186 -1.459 0.235
C 6.508 -0.034 -0.316
H -1.887 -0.802 -1.548
H 2.356 -1.160 -1.032
H -7.689 -1.672 -1.846
H -6.351 -3.750 -1.667
H -4.605 1.749 -1.429
H -4.678 2.484 1.537
H 6.442 -1.966 -1.218
H 6.466 -2.015 0.556
H 3.760 -0.739 -2.032
H 4.493 1.767 -2.154
H 8.637 -2.664 -0.840
H 0.416 -0.115 -1.948
H -5.649 -1.000 1.455
H 4.445 -1.665 0.187
H 0.513 1.757 1.896
H 5.702 2.282 -0.067
H 2.155 1.106 -2.177
H 4.248 1.880 0.890
H 9.442 0.130 1.146
H -9.267 -1.467 0.392
H 3.562 2.951 -1.218
H 3.534 -0.377 0.996
H 8.872 -0.891 -0.860
H -1.829 1.071 2.283
H -5.053 3.325 -0.763
H -6.733 -3.881 0.047
H -8.658 -2.989 -1.204
H -6.138 0.617 2.031
H -5.697 -2.579 -0.524
H -7.708 -1.863 1.137
H 7.968 -0.361 2.007
H -6.083 -0.298 -0.889
H -3.223 2.225 0.548
H -7.071 1.928 -1.348
H 9.558 -0.899 2.602
H -7.015 2.318 0.370
```

Kohn-Sham gap in hartree: 0.3453
ΔE to the lowest compared entry with this formula, charge and spin in kcal/mol: 9.4
Total energy in eV: -38690.34955
HOMO in Eh: -0.3234
SMILES: CCCO[C@H]1CCCN(C(=O)c2ccc(OC3CCN(C(=O)CCOC)CC3)cc2)C1
Net charge: 0